Entry 1:
104
Properties=species:S:1:pos:R:3 method="wB97M-V/def2-TZVPD" total_energy_ha=-3528.757701 charge=0 mol_weight_da=835.7 gap_ev=11.10 smiles="O=S(=O)(F)NO.COC(=O)OC.COC(=O)OC.COC(=O)OC.COC(=O)OC.COC(=O)OC.COC(=O)OC.COC(=O)OC.COC(=O)OC" spin_multiplicity=1
O -0.17411 0.10054 1.32019
S -0.56882 -0.30270 0.01341
O -0.34663 0.55603 -1.08539
F -2.07320 -0.67501 0.08024
N 0.00700 -1.81716 -0.34884
O 1.39676 -1.80118 -0.18573
H -0.43339 -2.53612 0.22741
H 1.58199 -1.61309 0.74994
C -0.51966 6.37521 -4.53400
O 0.49098 5.44237 -4.14855
C 0.07790 4.17842 -4.03174
O -1.04798 3.78566 -4.21409
O 1.11442 3.43800 -3.67051
C 0.83243 2.03642 -3.51453
H -0.03054 7.34378 -4.56937
H -0.91764 6.13150 -5.51731
H -1.32628 6.39501 -3.80276
H 0.51081 1.60573 -4.46117
H 0.07910 1.87626 -2.75430
H 1.76707 1.57828 -3.20699
C -7.49080 7.07106 -6.65739
O -6.07916 6.87105 -6.76625
C -5.62714 5.79664 -6.11664
O -6.30015 5.02912 -5.47892
O -4.31195 5.72338 -6.29479
C -3.68568 4.60515 -5.64948
H -7.70747 7.96891 -7.22820
H -8.03161 6.22461 -7.07606
H -7.77935 7.21258 -5.61767
H -4.08386 3.66853 -6.03465
H -3.82990 4.65220 -4.57272
H -2.62924 4.67224 -5.87187
C -2.87772 -3.91094 3.11781
O -2.79638 -5.33668 3.11335
C -1.93901 -5.80309 2.20340
O -1.28112 -5.12435 1.45266
O -1.93244 -7.12727 2.26618
C -1.05247 -7.76392 1.32995
H -3.59010 -3.63040 3.88704
H -1.90228 -3.48339 3.34350
H -3.21944 -3.55596 2.14699
H -0.02303 -7.45928 1.50779
H -1.34044 -7.52917 0.30706
H -1.15685 -8.83053 1.50224
C 1.61695 1.55053 3.29200
O 1.17212 1.81295 4.63123
C 1.71503 1.02762 5.55259
O 2.51634 0.14858 5.35369
O 1.22739 1.37272 6.74510
C 1.73394 0.58387 7.82376
H 1.08451 2.24937 2.65587
H 2.69049 1.71490 3.21317
H 1.36939 0.53575 3.00403
H 2.81437 0.68619 7.89686
H 1.46829 -0.46369 7.69383
H 1.27355 0.96367 8.73065
C 3.63575 4.07623 -6.31147
O 5.03843 3.79136 -6.32132
C 5.36801 2.66836 -5.68793
O 4.60546 1.91447 -5.14108
O 6.69064 2.51845 -5.76250
C 7.18500 1.34232 -5.11664
H 3.51143 5.00627 -6.85799
H 3.08188 3.28163 -6.80853
H 3.27268 4.19648 -5.29244
H 6.76137 0.44862 -5.57063
H 6.95013 1.36090 -4.05422
H 8.26122 1.35672 -5.25923
C 5.12971 -1.48093 8.09764
O 4.71205 -1.21971 9.44313
C 5.26032 -2.02635 10.35036
O 6.04150 -2.91317 10.12711
O 4.79354 -1.68190 11.55062
C 5.30427 -2.47271 12.62784
H 4.60594 -0.76675 7.46885
H 6.20416 -1.34508 7.99356
H 4.85466 -2.49059 7.79972
H 6.38617 -2.37701 12.69384
H 5.03544 -3.51888 12.49609
H 4.84113 -2.08062 13.52806
C -3.63021 4.17448 -1.07621
O -4.02994 4.53675 0.25187
C -3.44884 3.82078 1.21153
O -2.64896 2.93749 1.04229
O -3.89840 4.24745 2.39035
C -3.34101 3.55756 3.51410
H -4.18093 4.83385 -1.74025
H -2.55967 4.31839 -1.20888
H -3.88815 3.13849 -1.28545
H -2.26075 3.68453 3.54682
H -3.58419 2.49771 3.47140
H -3.79444 4.00776 4.39173
C 0.89531 -9.26962 -3.26453
O -0.28159 -9.48201 -4.04956
C -1.39192 -8.96864 -3.52509
O -1.46695 -8.36807 -2.48384
O -2.40434 -9.23049 -4.34751
C -3.66959 -8.72934 -3.90477
H 1.70575 -9.73771 -3.81439
H 1.09089 -8.20561 -3.14729
H 0.79223 -9.73564 -2.28643
H -3.64043 -7.64566 -3.81129
H -3.94492 -9.17427 -2.95065
H -4.38484 -9.01715 -4.66883

Entry 2:
19
Properties=species:S:1:pos:R:3 method="wB97M-V/def2-TZVPD" total_energy_ha=-402.265582 charge=0 mol_weight_da=117.1 gap_ev=9.93 relative_energy_ev=3.063 smiles=CO[C@]1(O)[C@H](C)N1C spin_multiplicity=1
C -0.68256 0.98551 -2.26448
O -0.14664 1.19683 -0.97026
C 0.39844 0.00959 -0.25298
O 1.23285 -0.83481 -1.02315
C -0.60594 -0.66413 0.59602
C -1.89643 -0.09052 1.03929
N 0.68600 0.24151 1.10953
C 1.92784 -0.33804 1.58403
H -0.58556 -0.04247 -2.62741
H -0.15800 1.64681 -2.96324
H -1.74144 1.25857 -2.23935
H 2.04967 -0.34915 -1.20768
H -0.59357 -1.74891 0.57240
H -2.25374 -0.60942 1.93522
H -1.80434 0.97383 1.26657
H -2.65598 -0.23142 0.26268
H 2.05618 -1.40303 1.34870
H 2.78451 0.20825 1.16620
H 1.98871 -0.20898 2.66790

Entry 3:
16
Properties=species:S:1:pos:R:3 method="wB97M-V/def2-TZVPD" total_energy_ha=-325.500389 charge=+1 mol_weight_da=99.1 s2=0.76 gap_ev="8.67 / 5.00" relative_energy_ev=3.134 spin_multiplicity=2
O 2.52639 0.40280 -0.36385
C 1.95311 1.38349 0.13226
N 0.68089 1.61850 -0.07135
C -0.37569 0.75813 -0.46005
C -0.04242 -0.70783 -0.73102
C -0.51203 -1.75444 0.24696
C -1.44267 -1.35349 1.18242
H 2.38102 1.94847 0.84666
H 0.43431 2.58586 -0.04327
H -0.74043 1.18449 -1.41869
H -1.26519 1.05585 0.18802
H -0.59932 -1.08930 -1.63146
H 1.00563 -0.79641 -1.10493
H -0.26305 -2.79440 0.12152
H -2.17947 -0.47614 1.07258
H -1.56108 -1.96558 2.03422

Entry 4:
11
Properties=species:S:1:pos:R:3 method="wB97M-V/def2-TZVPD" total_energy_ha=-172.614513 charge=+1 mol_weight_da=50.1 gap_ev=11.51 relative_energy_ev=0.964 spin_multiplicity=1
N -1.07704 -1.51198 -0.36374
H -0.76062 -2.11613 -1.11980
H -1.51194 -2.05859 0.38498
H -0.24504 -0.89866 -0.00130
H -1.76140 -0.83963 -0.73371
C 0.80435 1.47937 0.50345
O 0.72430 0.41874 -0.43040
H -0.23100 2.02075 0.34410
H 0.83688 1.39180 1.60113
H 1.63970 2.14239 0.25048
H 1.58181 -0.02806 -0.43519

Entry 5:
61
Properties=species:S:1:pos:R:3 method="wB97M-V/def2-TZVPD" total_energy_ha=-5549.140284 charge=0 mol_weight_da=855.5 s2=4.17 gap_ev="5.74 / 7.17" relative_energy_ev=0.532 spin_multiplicity=4
Mn -0.91276 0.62426 -0.98481
O 4.98690 0.39774 -0.16371
C 3.66687 0.50273 -0.32199
C 2.80088 0.84627 0.72251
C 1.46023 0.94598 0.45352
N 0.97323 0.72106 -0.76655
C 1.77741 0.33252 -1.75981
C 3.13216 0.22452 -1.58684
C 0.94303 -0.05701 -2.98445
O 1.45031 -0.42638 -4.00966
O -0.32702 0.02426 -2.70479
C 0.32984 1.29040 1.41926
O 0.54065 1.49095 2.58802
O -0.81150 1.31778 0.79481
H 5.25627 0.63990 0.73016
H 3.15286 1.03706 1.72804
H 3.77470 -0.07095 -2.40383
F 0.05815 7.57433 0.83354
C -0.29322 6.42617 0.27776
C -1.61966 6.17821 -0.04033
F -2.54075 7.09403 0.24081
C -1.97770 4.99459 -0.66243
F -3.25420 4.79444 -0.95412
C -1.02545 4.02328 -0.98342
S -1.47638 2.62684 -1.93579
C 0.29731 4.29697 -0.63154
F 1.24502 3.40920 -0.92982
C 0.67044 5.46989 -0.00810
F 1.94738 5.69633 0.29103
F -5.95619 -1.77590 -1.23820
C -5.17925 -0.71139 -1.39661
F -5.16362 -0.38867 -2.68744
F -5.69027 0.29902 -0.70403
S -3.45918 -1.10562 -0.81374
O -2.78075 0.17752 -1.15059
O -3.02314 -2.24530 -1.56881
N -3.75501 -1.31164 0.68600
S -2.89226 -2.28011 1.66701
O -2.97092 -1.74330 3.01994
O 0.70136 -1.89323 2.14789
C -4.22810 -3.65465 1.72006
F -4.53572 -4.04060 0.47176
F -3.69620 -4.73349 2.33773
F -5.33546 -3.31296 2.35877
C -0.30704 -3.94443 -0.32923
S 0.32004 -2.33145 -0.85839
O -0.62313 -1.28670 -0.25862
C 1.84885 -2.26510 0.13381
C 1.86425 -2.02287 1.51746
C 3.08775 -1.94563 2.17831
C 4.27041 -2.09625 1.47856
C 4.25901 -2.30624 0.10853
C 3.04840 -2.37761 -0.55869
H -0.20890 -4.08734 0.74023
H 0.26416 -4.69485 -0.87396
H -1.34883 -3.98276 -0.63743
H 0.76677 -1.59645 3.06641
H 3.08957 -1.77644 3.24751
H 5.20816 -2.05632 2.01635
H 5.18617 -2.40347 -0.43790
H 3.01411 -2.53112 -1.63016

Entry 6:
12
Properties=species:S:1:pos:R:3 method="wB97M-V/def2-TZVPD" total_energy_ha=-700.359067 charge=0 mol_weight_da=124.2 gap_ev=8.80 relative_energy_ev=6.988 spin_multiplicity=1
C 0.52509 -1.97922 -1.40572
C -0.09727 1.41664 0.05300
C -1.06324 0.95288 0.88742
C -1.75459 0.39292 1.78210
C 1.21703 1.78939 0.65320
H 0.48053 -1.89580 -2.43266
H 0.69313 -3.10112 -1.11934
H -0.49319 2.43741 -0.34358
H -2.25337 -0.48757 2.42170
N 0.36457 -1.08108 -0.51624
N 2.25288 1.16953 1.29604
S 0.12843 0.38602 -1.27592

Entry 7:
56
Properties=species:S:1:pos:R:3 method="wB97M-V/def2-TZVPD" total_energy_ha=-1528.172734 charge=+2 mol_weight_da=359.5 gap_ev=9.15 relative_energy_ev=0.741 spin_multiplicity=1
C 1.93167 -2.42406 1.20421
C 1.45488 -2.20411 2.62731
O 1.26577 -3.19864 3.49193
N 0.96492 -0.82837 3.02957
H 1.87622 -0.35410 3.18915
H 0.41959 -0.38496 2.19199
C -0.09325 -0.77008 4.09292
H 2.71383 -1.80116 1.21187
H 1.17385 -2.03324 0.53379
H 2.32407 -3.56435 0.99020
H 0.47605 -1.20172 5.06324
H -1.04685 -1.27824 3.97080
H -0.26986 0.23086 4.49658
C -3.45293 -0.58284 1.89840
C -3.24534 0.19178 0.66491
O -3.87972 -0.09250 -0.39728
N -2.15965 1.21621 0.50919
H -2.18455 1.94768 1.29461
H -1.09072 0.78292 0.62241
C -2.13485 2.22504 -0.64106
H -3.28534 -0.01632 2.76507
H -2.55448 -1.21523 2.13908
H -4.30184 -1.21138 1.81018
H -3.15830 2.47211 -0.96030
H -1.68610 1.77990 -1.51271
H -1.55741 3.09580 -0.32240
C 1.98644 3.75112 2.32257
C 2.06106 3.04943 0.99026
O 1.57267 3.73282 0.03255
N 2.33104 1.66014 0.83490
H 2.98625 1.35151 1.55421
H 1.31182 1.22441 0.64843
C 3.03869 1.33800 -0.50227
H 3.01367 3.51681 2.94396
H 1.33646 3.20517 2.84722
H 2.16564 4.88134 2.49087
H 3.66109 2.06879 -0.55331
H 2.21876 1.29746 -1.34030
H 3.22046 0.09350 -0.52855
O 0.14183 0.31394 0.76885
H -0.00914 -0.36832 0.07476
C -1.79328 -1.87785 -4.14432
C -0.74232 -1.16817 -5.05661
C 0.54260 -1.26172 -4.39771
S 0.24021 -1.00479 -2.71421
O 0.08058 0.40464 -2.61899
O 1.14220 -1.71134 -1.90602
C -1.36332 -1.75452 -2.68241
H -1.66489 -2.96728 -4.11487
H -2.82098 -1.69259 -4.30791
H -1.16655 -0.22457 -5.31077
H -0.70938 -1.92771 -5.90702
H 1.06874 -0.41913 -4.81004
H 1.10497 -2.30232 -4.56226
H -2.11605 -1.29399 -2.12904
H -1.33891 -2.69579 -1.88565

Entry 8:
8
Properties=species:S:1:pos:R:3 method="wB97M-V/def2-TZVPD" total_energy_ha=-428.774054 charge=0 mol_weight_da=104.0 gap_ev=9.48 relative_energy_ev=0.261 spin_multiplicity=1
N -1.29372 -0.73544 -0.58958
N 1.06387 -1.85771 1.87789
N -1.03854 0.06199 -1.32248
N 0.93522 -0.77764 1.61974
N -0.72302 0.85513 -2.12048
N 0.89496 0.31248 1.19204
F -0.02295 1.16515 1.85327
H 0.18418 0.97604 -2.51040

Entry 9:
85
Properties=species:S:1:pos:R:3 method="wB97M-V/def2-TZVPD" total_energy_ha=-2803.156214 charge=+1 mol_weight_da=563.7 s2=2.01 gap_ev="6.27 / 7.53" spin_multiplicity=3
C 6.42990 -4.61588 0.07860
C 5.34386 -4.47228 -0.97545
Cl 3.77609 -5.04509 -0.32392
C 5.11365 -3.05436 -1.54110
Cl 5.80953 -2.87542 -3.14652
N 5.71926 -1.98200 -0.67281
C 5.29269 -0.56557 -1.01144
C 4.10136 -0.12246 -0.17256
C 2.73980 -0.80646 -0.31513
S 2.07136 -0.66464 -1.95453
O 1.61520 0.66227 -2.16176
O 3.02629 -1.27218 -2.84228
O 0.76825 -1.55535 -1.91160
H 7.41804 -4.47333 -0.36619
H 6.30962 -3.93548 0.92376
H 6.39132 -5.62177 0.48971
H 5.59253 -5.10881 -1.81998
H 4.05531 -2.83244 -1.60707
H 5.46384 -2.15244 0.30302
H 6.73429 -2.07255 -0.74778
H 6.13666 0.07570 -0.76168
H 5.13458 -0.52557 -2.08528
H 3.98562 0.94943 -0.34280
H 4.37159 -0.22061 0.88508
H 2.04145 -0.29946 0.35530
H 2.73170 -1.85668 -0.00860
H 0.94334 -2.46645 -1.65000
C -0.44994 -1.53460 5.48611
C 0.02650 -0.51589 4.43274
C -0.82098 0.76861 4.45665
C -2.19885 0.64060 3.81193
C -2.10837 0.02911 2.41850
C -1.38058 -1.31960 2.41779
N -0.03215 -1.09707 3.04526
O 0.83135 -0.60166 2.23982
C -2.19947 -2.38150 3.15292
C -1.16796 -1.81285 0.99338
C 1.47986 -0.16322 4.73672
H -0.43326 -2.55159 5.09983
H 0.21598 -1.50591 6.34728
H -1.45632 -1.32286 5.84541
H -0.26200 1.55857 3.94628
H -0.92003 1.07575 5.50074
H -2.87156 0.05689 4.44529
H -2.64297 1.63432 3.73704
H -3.10383 -0.11488 1.99194
H -1.57083 0.71377 1.75438
H -1.65400 -3.32463 3.20895
H -3.11336 -2.55278 2.58356
H -2.49230 -2.09500 4.15716
H -0.65687 -1.07353 0.38169
H -2.13888 -2.01360 0.53945
H -0.59004 -2.74088 0.98904
H 2.11942 -1.04268 4.64427
H 1.53395 0.19623 5.76461
H 1.85551 0.61390 4.07654
C -1.32260 2.09210 -1.88712
C -2.72633 1.59286 -2.28616
C -2.83349 1.33745 -3.79889
C -2.98524 2.59886 -4.64582
C -4.10091 3.49372 -4.11484
C -3.91698 3.85173 -2.63599
N -3.79254 2.56249 -1.87629
O -4.91496 2.01430 -1.60359
C -2.69857 4.75571 -2.44310
C -5.13597 4.59850 -2.10881
C -2.96678 0.28240 -1.54212
H -1.37519 2.88646 -1.14455
H -0.76102 1.27265 -1.44241
H -0.74035 2.45419 -2.73445
H -3.69432 0.68606 -3.97610
H -1.94390 0.77992 -4.10555
H -2.04100 3.14824 -4.69496
H -3.21843 2.30572 -5.67116
H -4.16154 4.42034 -4.69104
H -5.06083 2.98120 -4.22692
H -2.53188 4.95577 -1.38369
H -2.90061 5.70614 -2.93837
H -1.78201 4.35603 -2.86604
H -6.05246 4.04098 -2.27957
H -5.20496 5.55881 -2.62172
H -5.04105 4.78313 -1.03818
H -2.95906 0.45787 -0.46505
H -2.14576 -0.39514 -1.78769
H -3.90637 -0.19165 -1.81208

Entry 10:
63
Properties=species:S:1:pos:R:3 method="wB97M-V/def2-TZVPD" total_energy_ha=-4625.998212 charge=+3 mol_weight_da=570.5 s2=0.77 gap_ev="5.74 / 5.24" relative_energy_ev=1.062 spin_multiplicity=2
Ce -0.01232 -0.13721 0.95953
P -0.83729 2.70872 1.37947
P -2.82064 0.40061 -0.34998
P 0.28372 0.76524 -1.83400
H 5.21529 -3.51988 2.89853
C 5.47737 -2.47054 2.68000
C 4.67288 -1.39780 2.50954
H 3.56042 -1.26577 2.49687
C -1.38922 3.25320 3.06354
C -1.82695 3.94485 0.43475
C 0.78909 3.55433 1.31255
C -3.42396 -1.18599 -1.08113
C -4.27507 0.79232 0.74042
C -3.20366 1.51724 -1.76104
C 2.07273 0.47328 -2.22212
C 0.12124 2.47779 -2.52302
C -0.42247 -0.21650 -3.23051
H 6.57710 -2.28222 2.70452
H 5.26662 -0.48422 2.36858
H -0.84730 2.69729 3.83779
H -2.47028 3.09917 3.18711
H -1.16662 4.32465 3.17044
H -2.89355 3.68734 0.43604
H -1.47488 4.02562 -0.60043
H -1.70859 4.92612 0.92195
H 1.55170 2.96014 1.83519
H 0.69333 4.53202 1.81365
H 1.11455 3.70776 0.27246
H -4.38789 -1.03922 -1.58259
H -3.53590 -1.93471 -0.28795
H -2.70141 -1.54915 -1.81955
H -5.13288 1.05719 0.11526
H -4.04939 1.63919 1.39657
H -4.54615 -0.08353 1.33908
H -4.27871 1.47086 -1.95653
H -2.67574 1.20495 -2.66547
H -2.93900 2.55343 -1.52509
H 2.21025 0.47657 -3.32302
H 2.36800 -0.50435 -1.81896
H 2.69186 1.25097 -1.74574
H 0.75883 2.54750 -3.42124
H 0.46159 3.22215 -1.78476
H -0.91992 2.70271 -2.80372
H 0.23621 -0.08070 -4.10035
H -1.43308 0.10994 -3.51183
H -0.45204 -1.27789 -2.94182
C 0.92991 -3.83017 -0.28978
C 1.73460 -3.84381 0.87762
C 3.10550 -4.03005 0.70955
C 3.62762 -4.56398 -0.48130
C 2.78907 -4.72546 -1.60476
C 1.43157 -4.40430 -1.49339
Se -0.62593 -2.79281 -0.31866
H 1.46240 -0.92281 0.15192
H 1.30521 -3.51251 1.83578
H 3.81318 -3.73334 1.48488
H 4.66769 -4.87981 -0.50747
H 3.18907 -5.12246 -2.53514
H 0.76474 -4.54869 -2.33447
N -1.89708 -0.39432 2.69134
H -1.61121 -0.89284 3.53789
H -2.65837 -0.94224 2.29252
H -2.32585 0.48613 3.00047

Entry 11:
36
Properties=species:S:1:pos:R:3 method="wB97M-V/def2-TZVPD" total_energy_ha=-2046.620185 charge=-4 mol_weight_da=522.0 gap_ev=2.17 relative_energy_ev=0.053 spin_multiplicity=1
In -4.05628 -23.37106 8.86526
C -8.35381 -23.45651 6.09854
C -7.50129 -22.46121 6.63955
C -7.58028 -21.02315 6.06408
O -6.69086 -20.22100 6.33827
C -8.65920 -20.70929 5.16267
C -9.51069 -21.71686 4.66865
C -9.38572 -23.15020 5.18582
O -10.19248 -24.03473 4.81761
O -10.42547 -21.43394 3.85202
O -6.65527 -22.74635 7.51793
H -8.25572 -24.47624 6.44871
H -8.67888 -19.70831 4.75410
C -2.92298 -21.70879 3.69247
C -3.12424 -22.23136 4.99573
C -3.48170 -23.73682 5.09451
O -3.35156 -24.25417 6.21819
C -4.04393 -24.35410 3.95940
C -3.89497 -23.79696 2.66744
C -3.26035 -22.41498 2.50408
O -3.01031 -21.90626 1.39631
O -4.32573 -24.39602 1.66397
O -3.03610 -21.58706 6.04254
H -2.49720 -20.72660 3.52646
H -4.43940 -25.35756 4.05200
P -2.44539 -20.34180 9.64149
O -1.89187 -21.75583 9.81840
O -3.83394 -20.44653 8.94181
O -1.61845 -19.43096 8.72053
O -2.73015 -19.58681 10.94584
O -3.26303 -26.27533 8.83412
H -2.96394 -26.60570 7.97899
H -3.14000 -26.99992 9.45403
O -1.32224 -24.26982 8.49152
H -0.79779 -25.03142 8.74766
H -0.73556 -23.50431 8.53411